[1]
{"formula": "C4H10NOS", "method": "wB97M-V/def2-TZVPD", "lumo_ha": -0.1284, "e_above_lowest_kcal_mol": 64.2, "total_charge": 1, "largest_force_ev_per_a": 4.5, "symbols": ["C", "C", "C", "C", "N", "O", "S", "H", "H", "H", "H", "H", "H", "H", "H", "H", "H"], "positions_angstrom": [[-1.487685, -0.870941, 0.239823], [0.745338, -1.652136, -0.284648], [0.337736, -0.192619, -0.094224], [-0.137889, 1.870652, -1.169765], [0.719729, 0.243734, 1.320463], [0.641528, 0.677790, -1.043272], [-0.579987, -2.363626, 0.771530], [-2.040229, -0.350616, 1.006080], [-1.977698, -0.970795, -0.715047], [0.597577, -1.939535, -1.324989], [1.753798, -1.918838, 0.026218], [-0.243984, 2.395306, -0.218946], [-1.122630, 1.625600, -1.570251], [0.397103, 2.503129, -1.874395], [1.726297, 0.457782, 1.367164], [0.485569, -0.574732, 1.921074], [0.185426, 1.059847, 1.643183]], "forces_ev_per_a": [[3.745, 1.073, -0.478], [-0.104, 0.000, 0.223], [-4.161, -1.613, 0.673], [-0.197, 0.207, -0.137], [0.226, 0.235, -0.046], [0.563, -0.116, 0.043], [0.112, 0.198, -0.228], [-0.221, 0.073, 0.093], [-0.161, 0.019, -0.166], [0.009, 0.115, 0.042], [0.121, -0.025, -0.018], [0.042, 0.021, 0.025], [0.033, -0.033, 0.071], [-0.051, -0.045, 0.095], [-0.252, -0.074, 0.117], [0.086, 0.205, -0.150], [0.211, -0.241, -0.159]]}

=====

[2]
{"formula": "C3H8N2O", "method": "wB97M-V/def2-TZVPD", "lumo_ha": 0.0332, "e_above_lowest_kcal_mol": 20.2, "largest_force_ev_per_a": 2.3, "symbols": ["C", "C", "O", "N", "C", "N", "H", "H", "H", "H", "H", "H", "H", "H"], "positions_angstrom": [[2.200083, -0.244646, 0.566608], [0.924467, 0.084820, -0.198189], [0.974471, 0.089081, -1.414111], [-0.177877, 0.409790, 0.538058], [-1.415504, 0.717748, -0.216658], [-2.245699, -0.496189, -0.356631], [2.469027, -1.291027, 0.413750], [2.964485, 0.355020, 0.082770], [2.029553, -0.164833, 1.638924], [-0.418202, -0.027885, 1.418396], [-2.001606, 1.536493, 0.195093], [-1.050488, 0.977189, -1.209199], [-2.500029, -0.593531, -1.335047], [-1.752687, -1.352031, -0.123764]], "forces_ev_per_a": [[-1.029, -0.656, 0.029], [1.254, -0.839, -0.007], [-0.503, 0.359, 0.104], [-2.122, 0.703, -0.467], [0.975, -1.258, -0.689], [-0.392, 0.141, -0.141], [-0.098, -0.007, -0.331], [0.240, 0.202, 0.613], [0.542, 0.613, 0.040], [0.903, 0.129, 0.118], [0.244, -0.076, 0.411], [-0.086, 0.447, 0.089], [-0.117, -0.060, 0.196], [0.188, 0.303, 0.035]]}

=====

[3]
{"formula": "C3H8N2", "method": "wB97M-V/def2-TZVPD", "spin_multiplicity": 2, "lumo_ha": [-0.3613, -0.2835], "e_above_lowest_kcal_mol": 154.9, "total_charge": 1, "largest_force_ev_per_a": 4.1, "s2": 0.79, "symbols": ["C", "C", "N", "C", "N", "H", "H", "H", "H", "H", "H", "H", "H"], "positions_angstrom": [[0.802011, 0.018478, -1.333376], [1.223122, -0.668677, -0.010133], [1.775642, 0.272151, 0.868566], [-1.906190, 0.648349, 0.601020], [-2.257276, -0.238259, -0.073000], [1.424114, -0.255187, -2.174627], [0.773034, 1.088085, -1.134188], [-0.203500, -0.325127, -1.588598], [0.331341, -1.030156, 0.536322], [1.882204, -1.504441, -0.266574], [-0.830506, 0.977966, 0.695848], [2.334153, -0.242111, 1.561941], [-2.504071, 1.153437, 1.388813]], "forces_ev_per_a": [[-1.123, -0.420, 0.829], [0.861, 1.138, -1.794], [-0.545, -0.575, 0.227], [1.227, 2.670, 2.897], [-0.690, -2.532, -2.023], [0.439, 0.215, 0.073], [0.110, 0.133, -0.471], [0.039, 0.139, -0.183], [-0.166, -0.580, 0.159], [-0.124, -0.479, 0.731], [0.144, 0.046, -0.306], [0.128, 0.214, 0.158], [-0.298, 0.029, -0.298]]}

=====

[4]
{"formula": "C21H15BBr2F4N4O6Ti", "method": "wB97M-V/def2-TZVPD", "spin_multiplicity": 2, "lumo_ha": [0.0877, 0.0877], "e_above_lowest_kcal_mol": 12.5, "total_charge": -1, "largest_force_ev_per_a": 2.0, "s2": 0.75, "symbols": ["Ti", "O", "C", "C", "C", "C", "C", "C", "C", "N", "C", "C", "N", "H", "H", "H", "H", "H", "H", "H", "O", "C", "C", "C", "N", "C", "Br", "C", "H", "H", "H", "H", "O", "N", "O", "F", "B", "F", "F", "F", "Br", "C", "C", "C", "C", "C", "C", "C", "O", "O", "H", "H", "H", "H"], "positions_angstrom": [[-0.627379, -0.068602, -0.386770], [-0.435062, 1.481496, 0.851752], [-1.170638, 2.534740, 1.028409], [-1.485786, 3.001064, 2.321264], [-2.245172, 4.138349, 2.495246], [-2.720367, 4.860171, 1.401789], [-2.415703, 4.424280, 0.126859], [-1.644945, 3.281367, -0.080945], [-1.277928, 2.835394, -1.413117], [-0.728361, 1.676963, -1.740515], [-0.544731, 1.679911, -3.104479], [-0.962898, 2.865230, -3.609615], [-1.425692, 3.587687, -2.530891], [-1.118742, 2.427251, 3.162152], [-2.483499, 4.468416, 3.499714], [-3.327466, 5.743900, 1.546799], [-2.806001, 4.981816, -0.718426], [-0.123091, 0.823180, -3.599089], [-0.972814, 3.255916, -4.610610], [-1.778344, 4.526138, -2.550248], [3.584916, -1.051255, 4.797960], [2.738808, -1.007008, 3.735627], [2.731490, 0.047079, 2.831931], [1.834276, 0.012970, 1.782924], [0.973645, -0.998083, 1.586717], [1.006957, -1.980462, 2.463653], [-0.197282, -3.424209, 2.188423], [1.854076, -2.056890, 3.556960], [4.142724, -0.266838, 4.783875], [3.408291, 0.887241, 2.928992], [1.802963, 0.823322, 1.070090], [1.830221, -2.895790, 4.234374], [-2.669950, 0.256478, -0.544590], [-2.968821, -0.398777, 0.485782], [-1.933977, -0.924177, 0.976178], [-0.027969, -3.016704, -2.974380], [-0.884014, -2.407453, -2.097621], [-0.319276, -2.308537, -0.778566], [-2.121669, -3.001162, -2.042308], [-1.031919, -0.998471, -2.428570], [3.340279, -2.401042, -1.395906], [3.619228, -1.068253, -2.714697], [4.345708, -1.424487, -3.843791], [4.622030, -0.478399, -4.815037], [4.196606, 0.832571, -4.646048], [3.488616, 1.179302, -3.509517], [3.167066, 0.233870, -2.538046], [2.311002, 0.689281, -1.366566], [2.586634, 1.745072, -0.803890], [1.337409, -0.096040, -1.128523], [4.687747, -2.444722, -3.950122], [5.177562, -0.768182, -5.698092], [4.418736, 1.581449, -5.395894], [3.159405, 2.197341, -3.342001]], "forces_ev_per_a": [[1.935, -0.006, -0.445], [-0.103, -0.514, 0.224], [-0.057, 0.189, -0.179], [0.012, 0.026, -0.126], [0.028, -0.055, 0.071], [-0.041, 0.073, -0.031], [0.006, -0.021, 0.029], [-0.042, -0.025, 0.224], [0.174, 0.008, -0.117], [-0.450, -0.158, -0.190], [0.176, 0.029, 0.079], [0.041, -0.011, -0.071], [-0.011, -0.012, 0.064], [-0.002, 0.000, 0.012], [-0.002, 0.007, 0.001], [-0.001, -0.003, -0.001], [0.001, -0.017, -0.021], [-0.015, 0.021, -0.050], [-0.008, -0.004, -0.005], [0.024, 0.003, 0.007], [0.004, -0.050, 0.043], [-0.004, 0.023, -0.013], [-0.049, 0.001, -0.079], [0.121, -0.127, 0.156], [-0.182, 0.408, -0.073], [-0.198, -0.220, -0.166], [0.094, 0.029, 0.099], [0.051, 0.078, -0.032], [0.005, 0.011, -0.008], [0.013, -0.007, 0.021], [0.013, 0.025, 0.000], [-0.001, -0.006, 0.002], [-0.535, 0.101, 0.105], [-0.054, -0.079, 0.017], [-0.356, -0.013, 0.254], [0.042, 0.001, -0.005], [0.044, 0.056, 0.035], [-0.074, 0.113, 0.097], [-0.038, -0.024, -0.017], [-0.067, 0.133, 0.075], [0.021, -0.014, -0.028], [0.025, 0.020, -0.008], [-0.032, -0.064, 0.099], [0.012, 0.045, -0.041], [0.031, -0.014, -0.045], [-0.075, 0.000, 0.086], [0.046, 0.039, 0.074], [0.026, 0.100, -0.183], [0.000, -0.041, -0.024], [-0.569, -0.057, 0.130], [0.006, -0.001, -0.013], [0.002, 0.012, -0.010], [0.007, -0.004, -0.007], [0.004, -0.002, -0.015]]}

=====

[5]
{"formula": "C24H35N4O2", "method": "wB97M-V/def2-TZVPD", "lumo_ha": -0.1695, "total_charge": 1, "largest_force_ev_per_a": 2.1, "symbols": ["C", "C", "N", "C", "C", "C", "C", "C", "C", "C", "C", "C", "N", "C", "C", "O", "C", "C", "C", "C", "C", "C", "C", "C", "O", "H", "H", "H", "H", "H", "H", "H", "H", "H", "H", "H", "H", "H", "H", "H", "H", "H", "H", "H", "H", "H", "H", "H", "H", "H", "C", "N", "N", "C", "C", "H", "H", "H", "H", "H", "H", "H", "H", "H", "H"], "positions_angstrom": [[2.424400, -5.349260, 4.581533], [1.709244, -4.080620, 4.127203], [1.080667, -4.241016, 2.820425], [0.522058, -3.088609, 2.268931], [-0.821697, -3.056164, 1.832624], [-1.332036, -1.923038, 1.234138], [-0.498817, -0.817591, 0.901031], [-1.011128, 0.267007, 0.140852], [-0.155243, 1.154627, -0.578304], [0.983540, 0.687055, -1.302560], [1.804483, 1.569765, -1.982586], [1.594092, 2.961274, -1.872386], [2.410024, 3.869979, -2.551900], [3.061120, 4.887779, -1.732317], [3.732685, 5.950966, -2.596220], [4.465907, 5.399904, -3.691578], [3.663064, 4.540474, -4.506625], [3.156469, 3.356733, -3.696803], [0.503458, 3.443137, -1.107278], [-0.406613, 2.556713, -0.565115], [0.856345, -0.856156, 1.382969], [1.332790, -1.940009, 2.093603], [0.421337, -5.505809, 2.509484], [1.321558, -6.656285, 2.934177], [1.677482, -6.536796, 4.314231], [3.418469, -5.386919, 4.094456], [2.530457, -5.336482, 5.675780], [0.953284, -3.821072, 4.897177], [2.431474, -3.259368, 4.068010], [-1.466106, -3.921480, 2.004388], [-2.384306, -1.886297, 0.955856], [-2.053213, 0.527318, 0.226562], [1.205109, -0.380466, -1.340720], [2.649471, 1.192728, -2.563722], [2.308691, 5.355363, -1.088540], [3.839170, 4.431356, -1.085514], [2.958338, 6.656238, -2.955014], [4.493320, 6.482261, -2.006832], [2.789328, 5.071725, -4.935818], [4.338593, 4.193051, -5.301621], [4.012641, 2.734686, -3.372661], [2.481375, 2.754992, -4.318575], [0.370717, 4.520977, -0.999743], [-1.299687, 2.915987, -0.052753], [1.519792, -0.010858, 1.195081], [2.356677, -1.949933, 2.474308], [-0.554200, -5.592233, 3.024947], [0.258759, -5.556002, 1.424116], [0.773775, -7.607189, 2.872663], [2.212649, -6.668707, 2.275253], [-4.611272, -0.933095, 0.314935], [-3.790510, -0.058651, -0.527024], [-4.388482, 1.151217, -0.950564], [-4.968438, 1.097934, -2.290757], [-5.265923, 1.729185, 0.056353], [-5.680689, -0.866238, 0.065441], [-4.272018, -1.961543, 0.166335], [-4.469700, -0.657094, 1.367404], [-3.382049, -0.519519, -1.339025], [-4.984227, 2.115898, -2.705158], [-4.349613, 0.455053, -2.931205], [-6.009069, 0.714135, -2.282275], [-5.471517, 2.765079, -0.240115], [-6.233477, 1.195394, 0.140069], [-4.762784, 1.718507, 1.030972]], "forces_ev_per_a": [[0.128, -0.331, -0.145], [-0.168, -0.119, 0.637], [-0.530, 0.843, -0.732], [0.457, -0.530, 0.011], [-0.196, 0.077, -0.140], [0.076, -0.010, -0.065], [0.185, -0.381, -0.053], [1.743, 0.637, 0.892], [0.252, -0.172, -0.427], [-0.033, 0.303, 0.219], [-0.157, -0.239, 0.070], [0.220, 0.402, -0.314], [-0.778, -0.823, 0.298], [0.574, 0.031, 0.115], [0.041, 0.163, -0.330], [-0.728, -0.235, 0.116], [0.322, 0.118, 0.129], [0.431, 0.124, 0.201], [-0.193, -0.243, 0.204], [0.185, 0.002, -0.031], [-0.059, -0.330, -0.141], [-0.209, 0.422, -0.118], [-0.253, -0.130, 0.464], [0.010, -0.036, 0.388], [0.124, 0.524, -0.541], [-0.304, -0.233, 0.195], [0.210, 0.125, -0.429], [0.131, -0.014, -0.400], [-0.140, -0.211, 0.178], [0.222, 0.400, -0.073], [0.344, -0.029, 0.066], [-0.357, -0.145, -0.063], [-0.172, 0.265, -0.006], [-0.394, 0.109, 0.241], [0.276, -0.019, -0.085], [-0.340, -0.022, -0.194], [0.363, -0.155, -0.050], [-0.467, -0.011, -0.107], [0.449, -0.014, 0.129], [-0.393, 0.139, 0.149], [-0.164, 0.162, -0.163], [0.160, 0.083, 0.182], [-0.132, -0.388, -0.125], [0.222, -0.011, -0.143], [-0.260, -0.196, 0.100], [-0.374, 0.085, -0.234], [0.273, -0.057, -0.104], [-0.025, 0.049, 0.271], [0.273, 0.305, -0.213], [-0.192, -0.128, 0.390], [-0.212, -0.144, -0.486], [0.047, -0.628, 0.390], [0.289, 0.871, -0.492], [-0.482, -0.021, 0.317], [0.038, 0.014, -0.285], [0.276, -0.283, 0.107], [-0.217, 0.057, 0.087], [-0.164, -0.145, -0.159], [-0.443, 0.082, 0.277], [-0.002, -0.329, 0.054], [-0.179, 0.286, 0.119], [0.270, -0.018, -0.140], [0.028, -0.239, 0.170], [0.244, 0.239, 0.053], [-0.143, 0.105, -0.231]]}

=====

[6]
{"formula": "C5H9N", "method": "wB97M-V/def2-TZVPD", "lumo_ha": 0.0215, "e_above_lowest_kcal_mol": 69.7, "largest_force_ev_per_a": 3.1, "symbols": ["C", "C", "C", "C", "C", "N", "H", "H", "H", "H", "H", "H", "H", "H", "H"], "positions_angstrom": [[0.046319, -2.390816, 0.458622], [-0.730834, -1.358470, 0.059649], [-0.315216, 0.056278, -0.047351], [-1.436653, 1.016242, 0.011795], [0.946938, 0.452260, -0.348632], [1.408314, 1.783299, -0.141008], [1.080296, -2.507666, 0.134457], [-0.242685, -3.041491, 1.274436], [-1.762366, -1.412843, -0.320163], [-0.957672, 1.996766, 0.178067], [-1.979934, 1.075894, -0.965738], [-2.236694, 0.690277, 0.679629], [1.831074, -0.193197, -0.347797], [1.198736, 2.548240, -0.752708], [2.323741, 1.782441, 0.265498]], "forces_ev_per_a": [[-0.071, 0.210, 0.094], [0.292, 0.430, -0.773], [1.546, -0.939, -2.477], [-0.319, 0.730, -1.050], [0.144, 0.618, 1.848], [-0.396, -0.344, 0.051], [0.285, 0.931, 0.892], [-0.745, -1.097, -1.022], [-0.276, -0.609, 1.800], [-0.894, -0.167, 0.440], [0.605, -0.014, 0.408], [0.379, 0.420, 0.520], [-0.796, -0.557, -0.219], [-0.005, -0.035, -0.195], [0.253, 0.422, -0.318]]}